Here is a single C4H8O molecule from the Open Molecules 2025 dataset. Energies are from ωB97M-V/def2-TZVPD.

Last column: Mulliken charge in e.
Element x y z (Å)
C (1.526, 0.433, 0.099)  -1.22
C (0.656, -0.700, -0.356)  0.14
C (-0.835, -0.746, -0.306)  0.14
C (-1.539, 0.524, 0.111)  -0.85
H (2.367, 0.052, 0.751)  0.28
H (0.931, 0.948, 0.848)  0.34
H (2.088, 1.097, -0.660)  0.25
H (1.158, -1.403, -1.068)  0.35
H (-1.376, -1.544, -0.923)  0.35
H (-0.612, 1.306, 0.398)  0.14
H (-2.242, 0.392, 1.157)  0.21
H (-2.110, 0.968, -0.760)  0.29
O (-0.012, -1.328, 0.710)  -0.43

Atoms 1-3, force components in eV/Å:
1.805 0.526 0.480
0.898 -1.102 -1.376
-0.046 -0.322 -0.154

Summary:
M = 72.1 g mol⁻¹
HOMO energy = -10.08 eV
Orbital gap = 0.413 Ha
Charge = 0
Structure (SMILES) = C[C@@H]1O[C@@H]1C
E_LUMO = 0.0424 Eh